The following is a quantum chemistry calculation of a 6-piece molecular cluster, C18H38N2O12 overall in a non-equilibrium geometry, from the OMol25 dataset.

Its HOMO energy is -0.3714 Eh. The value obtained for the frontier orbital gap is 10.42 eV. The calculation puts the energy above the lowest of the compared OMol25 structures with the same formula, charge and spin at 216.48 kJ/mol. The spin multiplicity is 1. The calculation puts the total energy at -46825.7953 eV.

The geometry in XYZ format:
```
70
C18H38N2O12 (wB97M-V/def2-TZVPD)
C 1.642 1.044 0.465
N 0.354 0.955 -0.294
O 0.286 1.535 -1.406
O -0.517 0.304 0.227
H 1.467 0.910 1.533
H 2.042 2.049 0.330
H 2.304 0.311 0.004
C -1.885 -1.833 3.428
N -1.029 -0.653 3.768
O -0.799 0.230 2.896
O -0.491 -0.757 4.868
H -2.356 -2.451 4.192
H -1.320 -2.391 2.682
H -2.665 -1.319 2.865
O -0.653 -1.961 -2.226
C 0.037 -1.661 -3.260
O -0.347 -1.080 -4.376
C -1.744 -0.775 -4.510
C -2.188 0.678 -4.082
C 1.523 -2.168 -3.219
H -2.367 -1.457 -3.931
H -2.060 -0.919 -5.543
H -1.675 0.850 -3.136
H -3.205 0.710 -3.690
H -1.786 1.447 -4.741
H 1.462 -3.167 -2.787
H 2.201 -1.568 -2.612
H 1.871 -2.498 -4.198
O -4.977 0.660 2.838
C -4.991 0.518 1.643
O -6.119 0.419 0.921
C -7.330 0.455 1.638
C -7.777 -1.004 1.980
C -3.760 0.545 0.844
H -8.145 0.828 1.017
H -7.358 1.004 2.579
H -8.819 -0.951 2.298
H -7.228 -1.398 2.834
H -7.723 -1.639 1.096
H -3.683 -0.464 0.439
H -2.880 0.977 1.322
H -3.916 1.104 -0.079
O 4.621 2.560 -0.288
C 4.977 2.642 -1.464
O 4.387 3.363 -2.421
C 3.200 4.157 -2.204
C 3.577 5.402 -1.376
C 6.231 1.945 -1.866
H 2.443 3.584 -1.669
H 2.781 4.439 -3.170
H 3.915 5.231 -0.354
H 2.700 6.030 -1.219
H 4.167 6.031 -2.043
H 6.960 2.126 -1.077
H 6.647 2.223 -2.834
H 6.057 0.869 -1.888
O 1.290 -2.956 4.035
C 2.286 -2.458 3.468
O 2.474 -2.426 2.150
C 1.471 -2.747 1.120
C 2.270 -3.081 -0.121
C 3.520 -1.946 4.213
H 0.869 -1.850 0.972
H 0.846 -3.598 1.388
H 2.842 -2.202 -0.418
H 1.537 -3.499 -0.811
H 2.956 -3.907 0.066
H 4.239 -1.536 3.504
H 4.017 -2.708 4.813
H 3.325 -1.106 4.880
```

natural (NBO) atomic charge list, values in e, 4 entries: atom 1 (C): -0.490, atom 2 (N): 0.530, atom 3 (O): -0.426, atom 4 (O): -0.330